ORCA calculation (the ωB97M-V functional and the def2-TZVPD basis) on a molecular structure, C20H29F8N8O18S8Zr in a non-equilibrium geometry.

CARTESIAN COORDINATES (ANGSTROEM)
Zr  -3.27  -1.03  1.19
O  -3.34  0.18  -0.54
C  -2.11  0.80  -0.94
C  -0.96  0.58  0.05
O  -1.36  -0.15  1.20
H  -2.44  1.84  -0.99
H  -1.94  0.47  -1.97
H  -0.63  1.58  0.37
H  -0.07  0.14  -0.42
C  -3.45  0.25  -7.39
C  -2.65  -1.04  -7.29
N  -1.41  -0.84  -6.57
C  -0.22  -0.42  -7.13
C  0.70  -0.30  -6.15
N  0.07  -0.66  -4.98
C  -1.18  -1.00  -5.27
C  0.66  -0.54  -3.65
H  -2.88  1.01  -7.92
H  -3.66  0.73  -6.43
H  -4.40  0.10  -7.91
H  -2.47  -1.41  -8.30
H  -3.25  -1.84  -6.85
H  -0.14  -0.15  -8.17
H  1.73  -0.02  -6.17
H  -1.89  -1.30  -4.52
H  1.70  -0.22  -3.71
H  0.50  -1.45  -3.07
H  0.28  0.37  -3.19
C  2.03  -7.86  2.95
N  1.91  -6.39  3.13
C  2.36  -5.58  2.15
C  2.20  -4.21  2.27
C  1.72  -3.65  3.44
C  1.09  -4.51  4.36
C  1.23  -5.86  4.16
C  1.76  -2.19  3.67
C  2.06  -1.68  4.92
C  1.93  -0.32  5.15
N  1.45  0.47  4.19
C  1.42  0.06  2.90
C  1.56  -1.28  2.63
C  1.09  1.86  4.50
H  2.42  -8.08  1.96
H  1.05  -8.32  3.05
H  2.72  -8.19  3.72
H  2.92  -6.01  1.34
H  2.64  -3.61  1.48
H  0.58  -4.15  5.24
H  0.83  -6.57  4.86
H  2.25  -2.35  5.74
H  2.00  0.11  6.14
H  1.23  0.84  2.18
H  1.47  -1.62  1.61
H  1.43  2.48  3.67
H  1.55  2.20  5.42
H  0.01  1.96  4.54
N  1.29  4.44  2.04
S  0.10  4.34  1.04
O  -0.16  5.52  0.30
O  -1.05  3.53  1.41
F  0.79  3.44  -0.11
S  0.51  5.31  3.26
O  -0.35  4.48  4.05
O  0.14  6.65  2.99
F  1.79  5.41  4.20
N  -3.10  -1.55  3.23
S  -2.52  -0.90  4.61
O  -1.29  -1.42  5.09
O  -3.50  -0.36  5.47
F  -1.96  0.42  3.93
S  -3.62  -2.97  4.06
O  -4.86  -2.98  4.73
O  -2.60  -3.85  4.54
F  -3.91  -3.70  2.64
N  4.24  2.93  -0.31
S  5.22  3.43  -1.43
O  4.64  4.05  -2.58
O  6.38  2.62  -1.62
F  5.73  4.70  -0.61
S  3.86  1.46  -0.90
O  4.71  0.45  -0.33
O  3.30  1.35  -2.21
F  2.55  1.20  0.04
N  -3.33  3.68  -3.09
S  -2.24  3.38  -4.17
O  -0.87  3.46  -3.76
O  -2.56  3.81  -5.49
F  -2.46  1.75  -4.36
S  -3.30  5.31  -3.04
O  -4.07  6.04  -4.00
O  -2.10  5.92  -2.58
F  -4.20  5.41  -1.70

Values from the calculation:
Spin multiplicity: 1
Kohn-Sham gap in eV: 2.13
HOMO level in eV: -9.758
Net charge: +1
LUMO level in eV: -7.62

These are the Mulliken partial charges, in e, on atoms 1 to 2:
1 Zr 1.84
2 O -0.83